Version a
The following is a DFT calculation (ωB97M-V/def2-TZVPD) of C2H6N2O in the gas phase.

XYZ file:
```
11
Properties=species:S:1:pos:R:3:mulliken_charge:R:1
C -0.108 0.651 -1.243 -1.13
C -0.153 -0.050 0.085 0.68
H 0.128 1.718 -1.110 0.27
H 0.625 0.150 -1.841 0.33
H -1.039 0.539 -1.788 0.37
H -2.035 0.034 0.243 0.23
H 1.827 -0.032 0.430 0.24
H -0.019 -0.956 2.034 0.43
N -1.209 -0.269 0.792 -0.76
N 1.034 -0.656 0.533 -0.23
O 0.950 -1.130 1.865 -0.43
```

Results
Spin multiplicity: 1
Lowest unoccupied orbital energy in Eh: 0.031
SMILES: [H]/N=C(\C)NO
HOMO-LUMO gap in Ha: 0.36779
Charge: 0

=====

Version b
The following is a DFT calculation (ωB97M-V/def2-TZVPD) of C2H6N2O in the gas phase.

XYZ file:
```
11
Properties=species:S:1:pos:R:3:mulliken_charge:R:1
C 1.318 0.675 0.221 0.14
C -0.285 -1.218 -0.059 -0.78
N -1.121 1.036 0.031 -0.68
N -0.004 0.193 0.182 0.33
O 2.294 -0.087 0.207 -0.58
H 1.322 1.738 0.339 0.29
H 0.535 -1.788 -0.755 0.23
H -0.196 -1.685 0.970 0.24
H -1.327 -1.329 -0.370 0.34
H -0.762 1.916 -0.250 0.22
H -1.772 0.550 -0.516 0.24
```

Results
Spin multiplicity: 1
Lowest unoccupied orbital energy in Eh: 0.029
SMILES: CN(N)C=O
HOMO-LUMO gap in Ha: 0.33379
Charge: 0

=====

Energies in eV, measured from the most stable structure: version a 0.000; version b 0.209.

=====

Version a
The following is a DFT calculation (ωB97M-V/def2-TZVPD) of 8 unconnected molecules or ions with the total composition C36H96N8O10.

XYZ file:
```
150
Properties=species:S:1:pos:R:3:mulliken_charge:R:1
C 4.823 2.561 3.927 -0.95
C 6.263 2.711 3.622 0.08
C 6.819 4.147 3.136 -0.82
O 6.294 5.222 3.840 -0.29
C 6.340 6.507 3.203 -0.74
N 6.917 2.394 4.915 -0.74
H 4.624 1.489 3.917 0.27
H 4.331 2.992 3.055 0.26
H 4.554 2.972 4.901 0.38
H 6.609 1.969 2.902 0.39
H 6.632 4.180 2.062 0.39
H 7.908 4.099 3.169 0.42
H 5.710 7.128 3.840 0.25
H 5.881 6.506 2.214 0.31
H 7.358 6.892 3.143 0.29
H 7.914 2.509 5.031 0.25
H 6.473 3.120 5.458 0.27
C -1.172 -4.120 4.101 -1.35
C -2.240 -3.035 4.148 0.39
C -1.934 -1.935 3.180 -0.18
O -2.107 -2.499 1.916 -0.40
C -1.749 -1.516 0.835 -0.49
N -3.496 -3.767 3.901 -0.77
H -1.445 -5.154 4.313 0.45
H -0.368 -3.848 4.785 0.25
H -0.695 -4.168 3.122 0.21
H -2.257 -2.558 5.129 0.26
H -0.942 -1.528 3.378 -0.05
H -2.675 -1.143 3.293 0.55
H -1.726 -2.076 -0.100 0.22
H -0.781 -1.080 1.079 0.00
H -2.547 -0.778 0.753 0.33
H -4.270 -3.143 4.081 0.25
H -3.726 -4.114 2.981 0.27
C -2.375 0.164 -2.997 -1.76
C -3.753 0.755 -3.313 0.98
C -4.361 -0.020 -4.474 0.05
O -5.720 0.550 -4.718 -0.45
C -5.700 1.803 -5.401 -0.76
N -4.505 0.466 -2.075 -0.66
H -1.520 0.481 -3.595 0.30
H -2.312 -0.918 -2.886 0.59
H -2.098 0.561 -2.020 0.28
H -3.838 1.808 -3.583 -0.05
H -4.575 -1.067 -4.258 0.17
H -3.823 0.068 -5.417 -0.11
H -4.816 2.439 -5.439 0.30
H -6.638 2.312 -5.179 0.27
H -5.745 1.547 -6.459 0.31
H -5.385 0.961 -2.117 0.29
H -4.731 -0.504 -1.907 0.25
C 0.911 2.509 -7.195 -1.40
C 0.255 1.173 -7.517 1.22
C -0.653 1.447 -8.786 -1.00
O -1.650 0.401 -9.134 -0.40
C -2.702 0.070 -8.131 -0.60
N 1.360 0.198 -7.680 -0.58
H 1.538 2.948 -7.970 0.36
H 1.491 2.306 -6.294 0.30
H 0.232 3.346 -7.032 0.41
H -0.300 0.678 -6.720 -0.29
H 0.001 1.549 -9.652 0.37
H -1.232 2.368 -8.721 0.39
H -3.256 0.940 -7.778 0.33
H -2.343 -0.502 -7.275 0.10
H -3.487 -0.509 -8.616 0.35
H 1.251 -0.355 -8.518 0.22
H 2.254 0.662 -7.762 0.21
C -2.607 5.122 -3.216 -1.57
C -1.776 4.053 -2.575 1.60
C -0.310 4.449 -2.391 -1.26
O 0.506 3.362 -1.985 -0.06
C 1.852 3.773 -1.824 -0.88
N -2.474 3.785 -1.276 -0.84
H -3.588 4.665 -3.086 0.38
H -2.249 5.280 -4.234 0.33
H -2.574 6.093 -2.722 0.38
H -1.908 3.165 -3.193 -0.35
H -0.249 5.354 -1.786 0.43
H 0.075 4.831 -3.337 0.36
H 2.203 2.850 -1.362 0.22
H 2.128 4.449 -1.014 0.35
H 2.401 3.892 -2.758 0.33
H -1.850 3.474 -0.545 0.31
H -2.998 2.933 -1.420 0.30
C -0.379 -7.368 -3.672 -1.45
C -0.069 -5.991 -4.144 0.49
C -1.300 -5.001 -4.168 -0.68
O -2.092 -5.305 -5.351 -0.40
C -3.284 -4.528 -5.469 -0.74
N 1.017 -5.355 -3.290 -0.60
H -0.598 -7.444 -2.607 0.36
H 0.423 -8.091 -3.821 0.38
H -1.146 -7.855 -4.275 0.36
H 0.378 -5.990 -5.137 0.21
H -1.087 -3.939 -4.293 0.54
H -1.845 -5.148 -3.235 0.27
H -3.051 -3.675 -6.105 0.22
H -3.659 -4.157 -4.515 0.30
H -4.051 -5.246 -5.757 0.34
H 1.077 -5.857 -2.415 0.30
H 0.687 -4.426 -3.071 0.12
C -1.204 0.963 5.365 -0.68
O -0.770 -0.136 6.129 -0.28
C 0.505 0.107 6.736 -0.42
C 0.604 -0.617 8.082 -0.83
N -0.687 -0.496 8.798 -0.12
C -0.968 -1.535 9.743 -0.71
C -0.207 -1.447 11.066 -0.53
O -0.772 -0.445 11.837 -0.38
C -0.368 0.959 11.648 -0.65
H -0.361 1.373 4.809 0.38
H -1.833 1.706 5.855 0.27
H -1.807 0.538 4.563 0.05
H 0.643 1.146 7.037 0.45
H 1.236 0.020 5.932 0.23
H 1.463 -0.213 8.617 0.34
H 0.885 -1.653 7.890 0.35
H -1.294 -0.620 8.001 0.16
H -0.728 -2.483 9.261 0.47
H -2.014 -1.465 10.041 0.38
H 0.862 -1.417 10.853 0.33
H -0.288 -2.393 11.602 0.37
H -0.740 1.487 12.526 0.27
H -0.818 1.471 10.797 0.25
H 0.714 1.025 11.762 0.28
C 2.034 0.548 -4.247 -0.59
O 2.325 -0.318 -3.154 -0.51
C 1.181 -0.686 -2.456 0.05
C 1.553 -1.805 -1.450 -0.91
N 1.558 -1.426 -0.070 0.16
C 2.212 -2.470 0.640 -0.82
C 2.089 -2.305 2.134 -0.12
O 3.022 -1.287 2.464 -0.48
C 2.569 0.003 2.623 0.08
H 1.571 1.440 -3.823 0.16
H 1.297 0.101 -4.915 0.36
H 2.913 0.715 -4.869 0.29
H 0.315 -0.863 -3.094 -0.02
H 0.957 0.222 -1.897 0.30
H 2.543 -2.161 -1.735 0.38
H 0.977 -2.726 -1.530 0.33
H 2.151 -0.609 -0.082 0.13
H 3.259 -2.456 0.340 0.49
H 1.720 -3.373 0.277 0.36
H 2.513 -3.147 2.682 0.38
H 1.094 -2.023 2.476 -0.11
H 2.459 0.191 3.691 -0.07
H 1.609 0.095 2.114 0.16
H 3.323 0.746 2.363 0.00
```

Results
Spin multiplicity: 1
Lowest unoccupied orbital energy in Eh: 0.011
SMILES: COC[C@H](C)N.COC[C@H](C)N.COC[C@H](C)N.COC[C@H](C)N.COC[C@H](C)N.COC[C@H](C)N.COCCNCCOC.COCCNCCOC
HOMO-LUMO gap in Ha: 0.33099
Charge: 0

=====

Version b
The following is a DFT calculation (ωB97M-V/def2-TZVPD) of 8 unconnected molecules or ions with the total composition C36H96N8O10.

XYZ file:
```
150
Properties=species:S:1:pos:R:3:mulliken_charge:R:1
C -5.222 0.472 2.201 0.03
O -5.656 1.147 3.363 -0.46
C -4.616 1.794 4.072 -0.63
C -4.107 3.050 3.324 -0.21
N -5.184 4.022 3.380 -0.38
C -5.168 5.180 2.494 -0.95
C -5.286 4.781 1.017 -0.32
O -6.604 4.409 0.687 -0.31
C -6.895 4.457 -0.687 -0.78
H -5.468 -0.595 2.218 0.28
H -4.128 0.401 2.153 -0.45
H -5.651 0.983 1.342 0.29
H -3.816 1.064 4.207 0.34
H -4.902 2.154 5.060 0.33
H -3.864 2.651 2.329 0.13
H -3.221 3.482 3.786 0.39
H -6.084 3.563 3.290 0.34
H -4.227 5.723 2.612 0.38
H -6.009 5.793 2.819 0.36
H -4.564 3.973 0.870 0.28
H -5.035 5.655 0.401 0.48
H -6.732 5.448 -1.131 0.31
H -7.956 4.234 -0.759 0.26
H -6.263 3.797 -1.289 0.30
C 3.624 1.262 1.247 -0.68
O 2.380 1.654 1.777 -0.15
C 2.310 2.094 3.125 0.20
C 3.130 3.330 3.487 -0.75
N 2.531 4.488 2.836 -0.26
C 3.425 5.641 2.927 -0.54
C 2.851 6.803 2.113 -0.53
O 3.819 7.795 1.840 -0.34
C 4.299 7.756 0.522 -0.73
H 3.570 0.206 0.964 -0.08
H 4.513 1.590 1.785 0.42
H 3.791 1.688 0.247 0.31
H 2.555 1.266 3.804 -0.28
H 1.251 2.297 3.250 0.21
H 4.193 3.176 3.262 0.37
H 3.019 3.397 4.573 0.43
H 2.325 4.283 1.865 0.21
H 4.430 5.363 2.571 0.30
H 3.548 5.898 3.980 0.29
H 2.064 7.245 2.733 0.30
H 2.286 6.518 1.219 0.35
H 5.121 8.462 0.432 0.27
H 3.489 8.036 -0.166 0.31
H 4.657 6.807 0.101 0.30
C -1.243 -1.225 0.423 -1.13
C 0.143 -0.619 0.312 1.92
C 0.983 -1.323 -0.792 -0.97
O 0.408 -1.038 -2.058 -0.25
C 0.727 -1.941 -3.096 -0.41
N 0.159 0.804 0.031 -0.65
H -1.326 -2.157 0.982 0.35
H -1.609 -1.387 -0.596 -0.03
H -1.929 -0.493 0.844 0.16
H 0.731 -0.873 1.201 -0.70
H 1.216 -2.374 -0.578 0.54
H 1.983 -0.872 -0.740 0.09
H 1.746 -1.825 -3.464 0.16
H -0.064 -1.809 -3.837 -0.03
H 0.582 -3.003 -2.857 0.35
H 0.897 1.224 0.609 0.41
H 0.473 1.025 -0.906 0.30
C -3.294 -2.722 -9.272 -1.16
C -1.767 -2.839 -9.513 0.27
C -0.936 -2.147 -8.463 -0.52
O -1.379 -0.815 -8.313 -0.34
C -0.685 -0.122 -7.278 -0.29
N -1.446 -4.296 -9.580 -0.74
H -3.621 -1.691 -9.105 0.33
H -3.569 -3.305 -8.394 0.14
H -3.742 -2.999 -10.226 0.42
H -1.562 -2.373 -10.481 0.33
H 0.078 -2.051 -8.872 0.28
H -0.945 -2.728 -7.530 0.24
H 0.378 -0.152 -7.524 0.31
H -0.865 -0.690 -6.360 -0.13
H -1.147 0.856 -7.197 0.24
H -2.148 -4.661 -10.213 0.31
H -1.705 -4.621 -8.651 0.29
C 2.613 -5.316 5.634 -1.30
C 3.648 -4.942 4.539 0.14
C 3.787 -3.403 4.479 -0.59
O 2.716 -2.909 3.691 -0.30
C 2.624 -1.499 3.680 -0.59
N 4.886 -5.559 4.945 -0.59
H 2.964 -4.924 6.590 0.33
H 2.510 -6.397 5.662 0.35
H 1.675 -4.815 5.383 0.32
H 3.277 -5.282 3.572 0.38
H 4.763 -3.265 3.997 0.26
H 3.828 -2.945 5.472 0.33
H 3.353 -1.115 2.955 0.20
H 2.894 -1.016 4.624 0.42
H 1.633 -1.199 3.348 0.06
H 5.210 -5.120 5.794 0.23
H 5.550 -5.698 4.199 0.23
C -2.006 2.327 7.506 -1.65
C -2.353 0.963 6.845 0.94
C -1.504 0.639 5.630 -1.02
O -1.563 1.722 4.705 -0.43
C -0.942 1.326 3.476 -0.31
N -2.221 -0.102 7.872 -0.71
H -2.726 2.564 8.285 0.43
H -2.026 2.997 6.640 0.38
H -0.997 2.409 7.913 0.39
H -3.406 1.049 6.574 -0.10
H -1.933 -0.260 5.168 0.40
H -0.452 0.434 5.857 0.64
H 0.008 0.809 3.602 -0.35
H -0.811 2.265 2.945 0.45
H -1.657 0.696 2.951 0.45
H -1.423 -0.693 7.670 0.25
H -2.064 0.337 8.765 0.26
C 4.468 -1.090 -2.478 -1.58
C 5.671 -1.270 -1.588 0.90
C 6.445 -2.549 -1.901 -0.94
O 7.020 -2.444 -3.191 -0.34
C 7.407 -3.713 -3.680 -0.80
N 6.592 -0.098 -1.845 -0.83
H 3.655 -1.747 -2.136 0.19
H 4.604 -1.526 -3.472 0.41
H 4.048 -0.089 -2.518 0.48
H 5.380 -1.222 -0.538 0.18
H 5.787 -3.420 -1.785 0.37
H 7.255 -2.702 -1.177 0.46
H 7.845 -3.543 -4.659 0.27
H 6.575 -4.416 -3.821 0.31
H 8.048 -4.248 -2.972 0.32
H 7.058 -0.314 -2.722 0.34
H 7.318 -0.210 -1.138 0.29
C -4.862 -3.842 -5.496 -1.31
C -3.586 -3.587 -4.685 1.31
C -3.959 -2.631 -3.526 -0.59
O -4.280 -1.302 -3.885 -0.39
C -3.159 -0.635 -4.424 -0.09
N -3.083 -4.829 -4.125 -0.70
H -4.795 -4.604 -6.269 0.38
H -4.993 -2.846 -5.938 0.32
H -5.771 -3.989 -4.916 0.33
H -2.773 -3.094 -5.230 -0.40
H -3.241 -2.679 -2.699 0.01
H -4.871 -3.059 -3.104 0.43
H -2.735 -1.087 -5.326 -0.03
H -2.328 -0.752 -3.709 0.01
H -3.388 0.421 -4.540 0.36
H -2.301 -4.802 -3.487 0.17
H -2.946 -5.613 -4.740 0.23
```

Results
Spin multiplicity: 1
Lowest unoccupied orbital energy in Eh: 0.008
SMILES: COC[C@H](C)N.COC[C@H](C)N.COC[C@H](C)N.COC[C@H](C)N.COC[C@H](C)N.COC[C@H](C)N.COCCNCCOC.COCCNCCOC
HOMO-LUMO gap in Ha: 0.30769
Charge: 0

=====

Energies in eV, measured from the most stable structure: version a 2.742; version b 0.000.

=====

Version a
The following is a DFT calculation (ωB97M-V/def2-TZVPD) of C10H8O in the gas phase.

XYZ file:
```
19
Properties=species:S:1:pos:R:3:mulliken_charge:R:1
C -3.075 -0.108 0.034 -0.27
C -2.425 1.059 -0.153 -0.51
C -1.016 1.089 -0.071 -0.44
C -0.259 -0.010 0.000 0.78
C -0.980 -1.318 0.107 -0.71
C -2.345 -1.283 0.054 -0.21
C 1.130 0.018 0.003 0.10
C 2.073 1.088 0.150 -0.49
C 3.394 0.502 0.043 -0.82
C 3.147 -0.834 -0.133 -0.44
H -4.224 -0.021 -0.035 0.26
H -3.034 2.060 -0.070 0.23
H -0.596 1.994 -0.255 0.42
H -0.396 -2.159 0.067 0.52
H -3.041 -2.319 0.071 0.15
H 1.860 2.046 0.312 0.58
H 4.113 1.049 0.095 0.74
H 3.744 -1.751 -0.099 0.39
O 1.929 -1.103 -0.120 -0.29
```

Results
Spin multiplicity: 1
Lowest unoccupied orbital energy in Eh: 0.024
SMILES: c1ccc(-c2ccco2)cc1
HOMO-LUMO gap in Ha: 0.31221
Charge: 0

=====

Version b
The following is a DFT calculation (ωB97M-V/def2-TZVPD) of C10H8O in the gas phase.

XYZ file:
```
19
Properties=species:S:1:pos:R:3:mulliken_charge:R:1
C 3.091 -0.093 -0.029 -0.41
C 2.421 1.119 -0.348 -0.75
C 1.027 1.099 -0.325 -0.66
C 0.291 -0.100 -0.019 0.55
C 0.982 -1.226 0.276 -0.73
C 2.307 -1.212 0.280 -0.28
C -1.181 0.045 0.078 0.28
C -1.975 0.876 0.559 -0.46
C -3.330 0.522 0.277 -0.51
C -3.209 -0.626 -0.462 -0.26
H 4.144 -0.207 -0.205 0.37
H 2.985 1.860 -0.671 0.55
H 0.770 1.968 -0.651 0.54
H 0.553 -1.999 0.584 0.71
H 2.861 -2.199 0.484 0.22
H -1.646 1.703 1.210 0.39
H -4.237 0.942 0.302 0.48
H -4.008 -1.472 -0.800 0.29
O -1.847 -0.998 -0.539 -0.32
```

Results
Spin multiplicity: 1
Lowest unoccupied orbital energy in Eh: 0.037
SMILES: c1ccc(-c2ccco2)cc1
HOMO-LUMO gap in Ha: 0.35045
Charge: 0

=====

Energies in eV, measured from the most stable structure: version a 0.000; version b 0.068.